# 1
17
Properties=species:S:1:pos:R:3 method="wB97M-V/def2-TZVPD" total_energy_ha=-1101.119437 smiles="C=CN=C(S)S.CC#N" max_force_ha_per_bohr=0.084
C 2.95 -1.12 -0.33
C 1.77 -0.60 -0.11
N 1.22 0.61 -0.50
C 0.53 1.31 0.24
S 0.00 2.90 -0.43
S 0.24 1.26 2.05
H 3.14 -2.13 -0.07
H 3.84 -0.55 -0.69
H 1.05 -1.33 0.39
H -1.11 2.82 0.33
H 0.44 0.12 2.52
C -2.58 -0.40 -1.02
C -2.05 -0.77 0.31
N -1.60 -1.15 1.29
H -1.76 0.32 -1.45
H -3.52 0.09 -1.00
H -2.55 -1.40 -1.54


# 2
8
Properties=species:S:1:pos:R:3 method="wB97M-V/def2-TZVPD" total_energy_ha=-815.222226 multiplicity=3 max_force_ha_per_bohr=0.052 s_squared=2.0620
C -1.39 -0.83 -0.97
C 0.47 0.92 1.86
N 0.54 -0.32 1.60
P 1.51 0.57 0.42
P -0.15 0.11 -1.47
H -1.70 -0.63 0.02
H -0.12 1.53 2.54
H 0.38 -0.97 -2.30


# 3
15
Properties=species:S:1:pos:R:3 method="wB97M-V/def2-TZVPD" total_energy_ha=-382.871751 smiles="O=CCCC=O.O" max_force_ha_per_bohr=0.067
O -0.90 -1.71 2.26
C -0.41 -1.11 1.32
C -0.61 0.30 1.00
C -0.83 0.56 -0.56
C -1.10 2.03 -0.93
O -2.10 2.42 -1.56
H 0.27 -1.74 0.60
H 0.27 1.04 1.25
H -1.45 0.53 1.68
H 0.04 0.16 -1.28
H -1.73 0.07 -0.84
H -0.38 2.79 -0.45
O 2.65 -1.75 -0.99
H 2.79 -1.97 -0.09
H 3.49 -1.61 -1.41


# 4
37
Properties=species:S:1:pos:R:3 method="wB97M-V/def2-TZVPD" total_energy_ha=-1208.842147 charge=-1 max_force_ha_per_bohr=0.023
Cl -2.14 0.22 1.35
C -0.13 0.05 -3.95
O -0.07 1.18 -3.13
C 0.92 1.10 -2.13
C 0.65 -0.01 -1.10
N 1.46 0.03 0.12
C 2.90 0.04 -0.19
C 3.71 -0.01 1.09
O 3.35 -1.14 1.87
C 4.27 -1.34 2.89
H 0.83 -0.16 -4.44
H -0.91 0.17 -4.70
H -0.42 -0.87 -3.43
H 0.98 2.10 -1.68
H 1.90 1.00 -2.63
H 0.85 -0.94 -1.63
H -0.41 0.01 -0.84
H 1.28 0.90 0.61
H 3.19 0.96 -0.71
H 3.17 -0.81 -0.82
H 3.48 0.88 1.69
H 4.79 -0.05 0.90
H 4.39 -0.48 3.56
H 5.27 -1.60 2.50
H 4.00 -2.17 3.54
O -2.98 2.82 -0.35
H -2.72 2.08 0.23
H -3.91 2.67 -0.52
O -4.33 -2.37 1.99
H -4.28 -2.70 2.89
H -4.13 -1.42 2.07
O -3.66 -1.48 -1.01
H -3.10 -1.11 -0.30
H -3.74 -0.75 -1.64
O -5.02 0.74 2.76
H -4.11 0.79 2.39
H -5.32 1.66 2.77


# 5
14
Properties=species:S:1:pos:R:3 method="wB97M-V/def2-TZVPD" total_energy_ha=-378.530990 charge=-1 max_force_ha_per_bohr=0.039
O -1.05 -1.38 -2.31
C -0.24 -2.13 -1.71
O -0.04 -2.17 -0.44
H 0.46 -2.83 -2.29
C -0.63 0.94 0.74
C 0.72 0.88 0.59
N 1.53 2.00 0.92
N -1.49 -0.13 0.50
H -1.08 1.84 1.14
H 1.17 -0.08 0.27
H 2.31 2.13 0.27
H 1.96 1.88 1.84
H -2.48 -0.07 0.61
H -1.14 -0.89 -0.14


# 6
100
Properties=species:S:1:pos:R:3 method="wB97M-V/def2-TZVPD" total_energy_ha=-3201.079198 charge=-2 max_force_ha_per_bohr=0.067
Ag -0.57 0.20 0.41
C -2.81 7.32 0.37
C -2.75 5.81 0.38
C -3.67 4.99 1.03
C -3.54 3.63 1.05
C -2.51 2.93 0.43
N -2.31 1.60 0.58
C -3.08 0.95 1.58
C -4.10 0.12 1.13
C -4.84 -0.60 2.02
C -4.62 -0.59 3.43
C -5.26 -1.55 4.42
C -3.58 0.23 3.84
C -2.82 0.96 2.93
N -1.74 1.66 3.52
C -0.46 1.29 3.60
C 0.20 2.34 4.22
C -0.76 3.36 4.35
N -1.96 2.91 3.94
C -1.79 3.74 -0.50
C -1.87 5.11 -0.47
N -0.83 3.14 -1.33
C -1.07 2.20 -2.33
C 0.12 2.11 -3.02
C 1.00 2.98 -2.37
N 0.46 3.60 -1.34
H -3.16 7.69 1.31
H -3.40 7.74 -0.42
H -1.80 7.80 0.33
H -4.56 5.38 1.59
H -4.24 3.04 1.60
H -4.26 0.00 0.05
H -5.65 -1.34 1.63
H -4.95 -1.23 5.42
H -4.85 -2.52 4.18
H -6.36 -1.59 4.33
H -3.38 0.41 4.87
H -0.16 0.31 3.22
H 1.25 2.40 4.42
H -0.61 4.28 4.80
H -1.31 5.66 -1.23
H -2.02 1.64 -2.43
H 0.38 1.55 -3.89
H 2.04 3.21 -2.60
C 1.23 -3.36 -3.20
C -0.28 -3.14 -3.67
C -0.68 -3.64 -4.89
C -2.01 -3.48 -5.33
C -2.98 -2.85 -4.54
C -2.56 -2.40 -3.29
C -1.24 -2.53 -2.87
S -4.70 -2.71 -5.04
O -4.89 -1.34 -5.54
O -4.81 -3.74 -6.10
O -5.51 -3.00 -3.91
H 1.48 -4.44 -3.23
H 1.45 -3.00 -2.21
H 1.82 -2.80 -3.86
H -0.03 -4.22 -5.50
H -2.47 -3.85 -6.21
H -3.31 -2.00 -2.59
H -0.97 -2.23 -1.83
C 0.51 -1.56 0.46
C 0.74 -2.74 0.47
C 1.00 -4.16 0.47
C 2.02 -4.69 1.24
C 2.36 -6.04 1.28
C 1.62 -6.89 0.49
C 0.53 -6.39 -0.23
C 0.22 -5.08 -0.27
H 2.49 -3.95 1.87
H 3.10 -6.46 1.89
H 1.81 -7.97 0.43
H -0.07 -7.10 -0.75
H -0.65 -4.73 -0.82
C 7.26 1.59 -0.64
C 6.54 2.69 0.11
O 5.56 2.13 1.09
P 4.01 1.93 0.53
O 3.34 1.40 1.90
C 3.66 0.05 2.34
C 3.50 -0.05 3.84
O 4.30 0.58 -0.40
C 3.37 -0.10 -1.23
C 3.96 -0.30 -2.58
H 8.08 1.97 -1.21
H 6.56 0.98 -1.25
H 7.70 0.87 0.05
H 5.94 3.25 -0.54
H 7.19 3.32 0.74
H 4.65 -0.18 2.04
H 3.06 -0.69 1.74
H 4.33 0.46 4.34
H 3.47 -1.10 4.19
H 2.53 0.42 4.05
H 2.40 0.37 -1.27
H 3.18 -1.05 -0.74
H 4.08 0.65 -3.04
H 3.29 -0.84 -3.26
H 4.99 -0.74 -2.58